Molecular formula: C26H48N5O16P2SSi2TeW
Method: DFT, the ωB97M-V functional and the def2-TZVPD basis

Positions of all 102 atoms, in Å:
W (0.7476, -0.1301, -0.4192)
C (4.0538, 2.4957, -2.1224)
C (3.6133, 2.2192, -0.6902)
O (4.0934, 3.1929, 0.2279)
P (4.0399, 0.5123, -0.0830)
O (4.8815, 0.6737, 1.2249)
O (4.9127, -0.2291, -1.1421)
O (2.7661, -0.2023, 0.2818)
P (1.7845, 2.4351, -0.4430)
O (1.5584, 3.9698, -0.4904)
O (0.8926, 1.7320, -1.4820)
O (1.3350, 1.6799, 0.8090)
H (5.1406, 2.4246, -2.1986)
H (3.7514, 3.5025, -2.4124)
H (3.6182, 1.7800, -2.8145)
H (4.9881, 3.4778, -0.0072)
H (5.8316, 0.4921, 1.1851)
H (4.7709, -1.2032, -1.1581)
H (2.2819, 4.5162, -0.1373)
O (-2.2759, -2.2936, 0.9772)
C (-1.2620, -2.2598, 0.3454)
O (-0.9940, -1.1788, -0.4540)
C (-0.2766, -3.3639, 0.2781)
C (-0.6029, -4.6359, 0.7353)
C (0.3303, -5.6457, 0.6269)
C (1.5885, -5.4445, 0.0852)
C (1.9118, -4.1694, -0.3260)
C (0.9872, -3.1231, -0.2564)
O (1.3415, -1.9378, -0.7373)
N (3.2526, -3.9085, -0.8766)
O (3.7059, -4.7111, -1.6439)
O (3.8073, -2.8689, -0.5279)
N (-0.0214, -7.0009, 1.1154)
O (-1.1286, -7.1330, 1.5815)
O (0.8034, -7.8655, 0.9451)
H (-1.5773, -4.8408, 1.1601)
H (2.2915, -6.2643, 0.0080)
C (-3.7140, 3.3687, 3.0390)
Si (-1.9500, 3.8693, 2.7186)
C (-0.8118, 3.0228, 3.9404)
C (-1.7222, 5.7112, 2.7440)
C (-1.4537, 3.3303, 0.9405)
Te (-1.6723, 1.2801, 0.4687)
C (-2.4895, 1.6232, -1.4555)
Si (-4.3860, 1.3149, -1.5694)
C (-4.8407, 1.7346, -3.3219)
C (-5.1968, 2.4204, -0.3169)
C (-4.6723, -0.4963, -1.1859)
H (-3.9769, 3.5878, 4.0766)
H (-3.8918, 2.2999, 2.8871)
H (-4.4090, 3.9261, 2.4088)
H (-0.8546, 3.5565, 4.8928)
H (0.2294, 3.0187, 3.6100)
H (-1.1300, 1.9963, 4.1397)
H (-2.0316, 6.1119, 3.7121)
H (-2.3282, 6.2023, 1.9800)
H (-0.6808, 6.0003, 2.5887)
H (-0.4312, 3.6359, 0.7312)
H (-2.0981, 3.8432, 0.2206)
H (-1.9531, 0.9961, -2.1619)
H (-2.2230, 2.6576, -1.6800)
H (-4.7148, 2.7990, -3.5290)
H (-5.8855, 1.4843, -3.5186)
H (-4.2314, 1.1783, -4.0388)
H (-4.9845, 3.4742, -0.5135)
H (-4.8847, 2.1888, 0.7036)
H (-6.2815, 2.2966, -0.3492)
H (-4.5871, -1.1160, -2.0823)
H (-5.6895, -0.6420, -0.8153)
H (-4.0044, -0.8974, -0.4166)
C (-0.4471, -2.5485, 3.9943)
C (-0.6035, -1.0564, 3.7778)
S (0.6721, -0.1600, 2.8863)
O (0.6096, -0.8066, 1.4387)
C (2.2389, -0.7738, 3.5416)
C (2.7110, -2.1164, 3.0047)
H (-1.3692, -2.9181, 4.4421)
H (0.3661, -2.7772, 4.6807)
H (-0.2960, -3.0806, 3.0573)
H (-0.6474, -0.5022, 4.7220)
H (-1.5095, -0.8087, 3.2173)
H (2.0804, -0.7732, 4.6243)
H (2.9467, 0.0234, 3.3107)
H (2.0405, -2.9318, 3.2604)
H (3.6800, -2.3273, 3.4579)
H (2.8424, -2.0823, 1.9254)
C (3.1881, -0.6509, -4.7486)
N (1.7784, -0.7392, -4.3233)
C (0.8035, -1.1313, -5.2037)
C (-0.4746, -1.2847, -4.8138)
C (-0.8178, -1.0201, -3.4517)
N (0.1362, -0.5118, -2.6386)
C (1.4090, -0.4602, -3.0611)
O (2.2230, -0.1623, -2.1448)
N (-2.0418, -1.2450, -3.0160)
H (3.3275, 0.2269, -5.3761)
H (3.4463, -1.5489, -5.3039)
H (3.8150, -0.5807, -3.8660)
H (1.1336, -1.3292, -6.2146)
H (-1.2268, -1.6238, -5.5105)
H (-2.7357, -1.6205, -3.6437)
H (-2.2701, -1.1502, -2.0367)

energy relative to the best compared isomer or geometry (same formula, charge and spin)	6.5	kcal/mol
net charge	+3
frontier orbital gap	0.260	hartree
E_tot	-122218.3131	eV